Molecular formula: C28H45IrN3O5S2Sb
Method: DFT, ωB97M-V/def2-TZVPD

Geometry as ORCA input:
```
! wB97M-V def2-TZVPD RIJCOSX def2/J DEFGRID3
* xyz 1 2
Ir 0.417 1.034 0.152
O 2.537 0.242 0.700
C 3.637 1.170 0.838
C 3.625 2.051 -0.383
N 2.374 2.801 -0.468
C 2.259 3.869 0.507
C 1.504 3.356 1.706
O 1.835 3.537 2.867
O 0.415 2.721 1.380
C 2.000 3.172 -1.814
C 1.458 1.980 -2.559
O 1.448 1.959 -3.765
O 1.005 0.992 -1.808
H 2.447 -0.262 1.520
H 4.572 0.612 0.890
H 3.525 1.752 1.755
H 3.713 1.429 -1.275
H 4.489 2.724 -0.356
H 1.636 4.660 0.091
H 3.221 4.297 0.798
H 2.813 3.620 -2.391
H 1.182 3.892 -1.765
N -6.054 4.099 -1.876
C -5.054 3.623 -1.569
C -3.801 3.027 -1.184
C -3.517 2.795 0.159
C -2.314 2.212 0.519
C -1.369 1.830 -0.430
C -1.658 2.092 -1.766
C -2.857 2.680 -2.143
H -4.237 3.072 0.917
H -2.124 2.067 1.572
H -0.975 1.814 -2.556
H -3.061 2.863 -3.190
S -0.345 0.003 2.152
C -0.864 1.033 3.433
N -0.298 2.078 3.959
C -1.075 2.771 4.992
C -1.970 1.708 5.613
S -2.313 0.554 4.248
H 0.527 2.528 3.538
H -1.658 3.561 4.513
H -0.404 3.218 5.720
H -2.902 2.122 5.989
H -1.467 1.162 6.409
C 2.701 -1.960 -2.053
C 1.233 -2.141 -2.441
C 0.948 -3.588 -2.856
C 0.917 -1.316 -3.691
Sb 0.069 -1.554 -0.614
C -2.030 -2.026 -1.050
C -2.392 -1.375 -2.384
C -2.914 -1.467 0.063
C -2.254 -3.535 -1.161
C 0.668 -3.037 0.989
C 1.923 -2.561 1.724
C -0.450 -3.300 2.008
C 0.994 -4.387 0.351
H 3.326 -2.217 -2.914
H 3.002 -2.610 -1.228
H 2.915 -0.926 -1.780
H 1.571 -3.787 -3.733
H -0.085 -3.716 -3.176
H 1.186 -4.340 -2.118
H 1.634 -1.634 -4.456
H 1.012 -0.250 -3.581
H -0.074 -1.539 -4.082
H -2.175 -0.311 -2.405
H -3.469 -1.496 -2.542
H -1.886 -1.855 -3.220
H -2.782 -0.395 0.196
H -2.738 -1.964 1.019
H -3.960 -1.639 -0.215
H -1.663 -3.994 -1.951
H -3.307 -3.701 -1.409
H -2.057 -4.065 -0.232
H 1.710 -1.715 2.383
H 2.739 -2.313 1.043
H 2.271 -3.371 2.372
H -0.813 -2.414 2.515
H -0.040 -3.972 2.770
H -1.298 -3.812 1.560
H 1.911 -4.362 -0.235
H 0.182 -4.773 -0.264
H 1.153 -5.102 1.164
*
```

Output
Frontier orbital gap (spin up / spin down), eV: 7.71 / 6.26
HOMO (spin up / spin down), eV: -11.31 / -11.23
Energy, eV: -75514.7946
⟨S²⟩: 0.756
LUMO (spin up / spin down), eV: -3.6 / -5.0